This record from the Open Molecules 2025 dataset describes a single C7H13NOS2 molecule at a distorted geometry. The level of theory is wB97M-V/def2-TZVPD.

Properties
Highest occupied orbital energy   -8.4 eV
SMILES   CO[C@H]1C(=S)NCC[C@H]1SC
LUMO   0.459 eV
Frontier orbital gap   8.82 eV

ORCA input file:
```
! RIJCOSX wB97M-V def2-TZVPD def2/J DEFGRID3
* xyz 0 1
S -1.46 2.30 -1.16
O 1.70 1.11 -0.26
S 1.77 -0.25 2.59
C -0.68 0.94 -0.59
N -1.09 -0.26 -1.11
C 2.07 2.40 -0.85
C 1.55 1.37 3.41
C 0.43 1.06 0.42
C -0.83 -1.53 -0.43
C 0.45 -1.40 0.46
C 0.41 -0.18 1.33
H -1.91 -0.21 -1.73
H 2.10 3.15 -0.05
H 3.03 2.31 -1.33
H 1.35 2.75 -1.57
H 1.77 2.19 2.74
H 2.22 1.47 4.25
H 0.53 1.45 3.75
H 0.31 1.96 0.98
H -0.74 -2.35 -1.21
H -1.68 -1.75 0.23
H 0.59 -2.26 1.11
H 1.36 -1.40 -0.15
H -0.54 -0.19 1.87
*
```



This record from the Open Molecules 2025 dataset describes 3 unconnected molecules or ions with the total composition C7H13NS at a distorted geometry. The level of theory is wB97M-V/def2-TZVPD.

Properties
Highest occupied orbital energy   -8.1 eV
LUMO   0.006 eV
Frontier orbital gap   8.11 eV

ORCA input file:
```
! RIJCOSX wB97M-V def2-TZVPD def2/J DEFGRID3
* xyz 0 1
C 0.32 -1.91 -0.62
C 0.65 -1.45 0.58
C -0.08 -0.43 1.23
C 1.94 0.82 0.35
C 1.21 2.02 -0.03
C 3.31 0.72 -0.14
C -3.81 -0.92 0.25
N -0.80 0.31 1.73
S -3.26 0.71 -0.36
H 0.87 -2.71 -1.09
H -0.50 -1.49 -1.18
H 1.46 -1.87 1.16
H 0.49 1.66 -0.78
H 1.79 2.84 -0.47
H 0.59 2.38 0.79
H 3.89 0.99 0.75
H 3.60 1.40 -0.95
H 3.60 -0.31 -0.37
H -4.45 -1.35 -0.51
H -4.37 -0.79 1.18
H -2.94 -1.55 0.42
H -2.38 0.92 0.62
*
```



This record from the Open Molecules 2025 dataset describes a single C7H13NS molecule at a distorted geometry. The level of theory is wB97M-V/def2-TZVPD.

Properties
Highest occupied orbital energy   -8.1 eV
SMILES   C=C1[C@H](C)[C@@H](CC)N1S
LUMO   0.719 eV
Frontier orbital gap   8.79 eV

ORCA input file:
```
! RIJCOSX wB97M-V def2-TZVPD def2/J DEFGRID3
* xyz 0 1
C -0.90 -1.05 -0.61
C -1.91 -1.89 -0.47
C -0.80 0.45 -0.45
C 0.69 0.23 -0.17
C -1.18 1.35 -1.56
C 1.23 1.23 2.33
C 1.12 0.07 1.30
N 0.48 -1.11 -0.78
S 1.40 -2.45 -1.13
H -1.83 -2.98 -0.46
H -2.87 -1.35 -0.44
H -1.37 0.67 0.39
H 1.44 0.77 -0.68
H -2.20 1.01 -1.81
H -0.46 1.09 -2.43
H -0.95 2.38 -1.28
H 1.93 2.14 1.91
H 1.53 0.85 3.34
H 0.17 1.74 2.55
H 0.46 -0.70 1.65
H 2.06 -0.43 1.25
H 1.97 -2.01 -2.45
*
```



This record from the Open Molecules 2025 dataset describes a single C7H13O4P molecule at a distorted geometry. The level of theory is wB97M-V/def2-TZVPD.

Properties
Highest occupied orbital energy   -10.6 eV
SMILES   CC(C)[C@@H]1O[P@]2(=O)OC[C@H]1CO2
LUMO   0.566 eV
Frontier orbital gap   11.16 eV

ORCA input file:
```
! RIJCOSX wB97M-V def2-TZVPD def2/J DEFGRID3
* xyz 0 1
O -0.44 3.33 3.12
O -0.20 0.87 3.07
O -1.86 1.80 1.45
O 0.73 2.20 1.07
C 1.63 -0.21 -1.76
C 2.79 0.27 0.52
C -0.10 -0.25 2.20
C -1.87 0.58 0.70
C 0.43 1.23 0.08
C 1.80 0.70 -0.51
C -0.46 0.05 0.69
P -0.43 2.21 2.20
H 0.79 0.10 -2.30
H 1.59 -1.28 -1.48
H 2.53 -0.18 -2.46
H 2.80 0.93 1.39
H 3.74 0.27 0.14
H 2.63 -0.71 0.92
H -0.65 -1.13 2.60
H 0.99 -0.55 2.28
H -2.63 -0.19 1.00
H -2.21 0.80 -0.28
H -0.06 1.53 -0.77
H 2.20 1.71 -0.78
H -0.50 -0.83 0.16
*
```



This record from the Open Molecules 2025 dataset describes a single C7H13PS molecule at a distorted geometry. The level of theory is wB97M-V/def2-TZVPD.

Properties
Highest occupied orbital energy   -8.3 eV
SMILES   S=[P@]12CCC[C@H]1CCC2
LUMO   0.893 eV
Frontier orbital gap   9.16 eV

ORCA input file:
```
! RIJCOSX wB97M-V def2-TZVPD def2/J DEFGRID3
* xyz 0 1
C -0.42 -1.97 -1.01
C -0.21 1.79 0.81
C -0.23 -1.60 0.39
C 0.73 0.82 1.50
C -0.44 -0.64 -1.80
C 0.46 1.93 -0.59
C 1.01 -0.59 0.52
P 1.02 0.27 -1.13
S 2.57 0.31 -2.23
H 0.41 -2.66 -1.00
H -1.27 -2.50 -1.32
H -1.18 1.39 0.72
H -0.32 2.58 1.46
H -1.04 -1.02 0.75
H -0.08 -2.50 0.98
H 1.66 1.29 1.54
H 0.45 0.50 2.59
H -0.55 -0.58 -2.95
H -1.29 -0.01 -1.41
H -0.06 2.35 -1.48
H 1.26 2.64 -0.47
H 1.99 -0.89 0.90
*
```



This record from the Open Molecules 2025 dataset describes a gas-phase ion, C7H14 (charge -1) at a distorted geometry. The level of theory is wB97M-V/def2-TZVPD.

Properties
Highest occupied orbital energy (spin up / spin down)   1.3 / -4.8 eV
⟨S²⟩   0.751
LUMO (spin up / spin down)   3.968 / 3.807 eV
Frontier orbital gap (spin up / spin down)   2.66 / 8.59 eV

ORCA input file:
```
! RIJCOSX wB97M-V def2-TZVPD def2/J DEFGRID3
* xyz -1 2
C -0.76 2.40 1.95
C 0.03 1.93 0.62
C -0.82 0.91 -0.17
C -0.24 0.31 -1.45
C 1.16 -2.97 0.11
C 0.12 -2.04 -0.38
C 0.47 -1.07 -1.24
H -1.92 2.36 1.68
H -0.55 3.50 2.05
H -0.59 1.83 2.96
H 1.14 1.83 0.82
H -0.03 2.86 -0.07
H -1.05 0.17 0.64
H -1.74 1.44 -0.49
H 0.50 1.25 -1.58
H -0.90 0.44 -2.28
H 0.89 -3.86 0.73
H 2.07 -3.17 -0.52
H 1.66 -2.35 0.99
H -0.70 -1.85 0.36
H 1.42 -1.24 -1.94
*
```



This record from the Open Molecules 2025 dataset describes 2 unconnected molecules or ions with the total composition C7H14 at a distorted geometry. The level of theory is wB97M-V/def2-TZVPD.

Properties
Highest occupied orbital energy (spin up / spin down)   -6.7 / -6.8 eV
LUMO (spin up / spin down)   0.566 / 0.728 eV
Frontier orbital gap (spin up / spin down)   7.23 / 7.57 eV

ORCA input file:
```
! RIJCOSX wB97M-V def2-TZVPD def2/J DEFGRID3
* xyz 0 1
C 2.00 -0.79 0.71
C 0.79 -0.73 -0.15
C 0.04 0.46 -0.17
C 0.45 1.71 0.33
C -1.12 0.50 -1.26
C -1.59 0.24 0.07
C -2.10 -1.10 0.55
H 2.45 -1.79 0.75
H 2.78 -0.08 0.39
H 1.74 -0.47 1.74
H 2.04 0.60 -1.82
H 0.44 -1.62 -0.67
H 1.41 1.83 0.83
H -0.24 2.55 0.37
H 2.02 1.33 -1.60
H -1.25 1.48 -1.70
H -1.07 -0.33 -1.96
H -1.97 1.09 0.63
H -1.80 -1.29 1.58
H -1.75 -1.92 -0.08
H -3.20 -1.07 0.51
*
```



This record from the Open Molecules 2025 dataset describes 4 unconnected molecules or ions with the total composition C7H14 at a distorted geometry. The level of theory is wB97M-V/def2-TZVPD.

Properties
Highest occupied orbital energy (spin up / spin down)   -8.9 / -9.0 eV
LUMO (spin up / spin down)   -0.514 / -0.385 eV
Frontier orbital gap (spin up / spin down)   8.41 / 8.66 eV

ORCA input file:
```
! RIJCOSX wB97M-V def2-TZVPD def2/J DEFGRID3
* xyz 0 1
C -1.97 1.53 0.30
C -1.66 0.24 0.34
C -2.35 -0.74 -0.56
C 0.69 -1.82 0.41
C 1.42 -0.74 0.16
C 2.78 -0.25 0.19
C 1.78 0.22 -0.88
H 0.05 2.56 0.14
H -2.84 1.90 -0.24
H -1.65 2.16 1.11
H -1.08 -0.10 1.22
H -3.12 -1.28 0.01
H -2.82 -0.35 -1.47
H -1.69 -1.50 -0.93
H 0.91 -2.49 1.22
H 0.25 -2.26 -0.47
H 1.20 2.14 1.42
H 3.07 0.39 1.02
H 3.53 -0.88 -0.28
H 1.87 0.00 -1.95
H 1.62 1.27 -0.76
*
```



This record from the Open Molecules 2025 dataset describes a single C7H14 molecule at a distorted geometry. The level of theory is wB97M-V/def2-TZVPD.

Properties
Highest occupied orbital energy   -9.0 eV
SMILES   C/C=C/CCCC
LUMO   1.215 eV
Frontier orbital gap   10.24 eV

ORCA input file:
```
! RIJCOSX wB97M-V def2-TZVPD def2/J DEFGRID3
* xyz 0 1
C -1.14 -0.93 2.88
C 0.02 -1.07 1.92
C 0.57 0.30 1.45
C 1.16 0.32 0.04
C -0.63 0.50 -3.37
C 0.18 0.89 -2.17
C 0.16 0.16 -1.05
H -1.44 -1.92 3.23
H -0.94 -0.26 3.71
H -2.06 -0.60 2.39
H 0.81 -1.67 2.36
H -0.33 -1.61 1.03
H 1.28 0.62 2.20
H -0.23 1.04 1.56
H 1.69 1.28 -0.04
H 1.97 -0.41 -0.02
H -0.19 -0.41 -3.78
H -0.61 1.19 -4.21
H -1.67 0.25 -3.18
H 0.70 1.84 -2.15
H -0.52 -0.69 -1.01
*
```



This record from the Open Molecules 2025 dataset describes a single C7H14 molecule at a distorted geometry. The level of theory is wB97M-V/def2-TZVPD.

Properties
Highest occupied orbital energy   -9.8 eV
SMILES   C[C@@H]1[C@H](C)C[C@@H]1C
LUMO   1.114 eV
Frontier orbital gap   10.91 eV

ORCA input file:
```
! RIJCOSX wB97M-V def2-TZVPD def2/J DEFGRID3
* xyz 0 1
C 2.39 0.04 -0.22
C 1.04 -0.54 -0.57
C -0.03 -1.44 0.11
C -1.11 -0.49 -0.51
C -2.42 -0.26 0.25
C 0.04 0.60 -0.53
C 0.04 1.39 0.78
H 2.28 1.02 -0.82
H 2.51 0.27 0.84
H 3.27 -0.53 -0.57
H 1.11 -0.90 -1.61
H -0.04 -2.49 -0.21
H -0.01 -1.39 1.20
H -1.34 -0.82 -1.52
H -2.25 -0.02 1.31
H -2.99 0.56 -0.19
H -3.05 -1.16 0.22
H 0.46 1.34 -1.31
H 0.94 2.00 0.86
H -0.02 0.77 1.69
H -0.83 2.06 0.80
*
```



Which relative energy (zero: lowest compared OMol25 entry of this formula, charge and spin) belongs to each record? In order, 0.00, 117.23, 68.56, 0.00, 11.12, 47.47, 119.51, 214.24, 23.16, 37.44 kcal/mol.